Computed, not measured: 2 unconnected molecules or ions with the total composition C3H10S2 at a distorted geometry, with the ωB97M-V functional and the def2-TZVPD basis.

Each line ends with the Mulliken charge.
Positions of all 15 atoms, in Å:
C1 -2.50203 1.14753 5.65695  -0.79
C2 -2.50373 1.33720 4.10506  -0.76
H1 -3.16294 1.89591 6.02241  0.27
H2 -1.50107 1.24224 5.97072  0.24
H3 -2.93828 0.24633 6.15297  0.27
H4 -3.29456 0.65923 3.66078  0.24
H5 -2.92420 2.28823 3.82097  0.27
H6 -1.57317 1.05280 3.53523  0.24
C3 1.04716 -0.59646 -3.88004  -0.72
S1 1.86787 -0.50750 -2.27146  -0.07
S2 0.37192 -0.57892 -0.93115  -0.17
H7 1.19406 0.36963 -4.47058  0.25
H8 0.01070 -0.82749 -3.79517  0.30
H9 1.48458 -1.49164 -4.29761  0.27
H10 0.61992 0.61788 -0.64966  0.14

Calculated values
relative energy (zero: lowest compared OMol25 entry of this formula, charge and spin) = 102.9 kJ/mol
lowest unoccupied orbital energy = 0.6143 eV
largest force on an atom = 0.0583 hartree/bohr
gap between HOMO and LUMO = 9.4 eV
HOMO level = -8.772 eV
spin multiplicity = 1
SMILES string = CSS.CC



Computed, not measured: 2 unconnected molecules or ions with the total composition C3H10S2 at a distorted geometry, with the ωB97M-V functional and the def2-TZVPD basis.

Each line ends with the Mulliken charge.
Positions of all 15 atoms, in Å:
C1 2.46871 -0.69999 -1.05240  -0.18
S1 3.19146 0.59530 0.07483  -0.22
H1 2.83695 -1.57836 -0.51630  0.22
H2 1.43261 -0.52822 -0.78246  -0.27
H3 2.97609 -0.61014 -1.99979  0.34
H4 3.21120 1.64825 -0.80798  0.11
C2 -2.57464 0.71746 0.97515  -1.33
C3 -1.22345 0.09178 0.63277  -0.25
S2 -1.60962 -1.33149 -0.43593  -0.16
H5 -3.15702 0.09034 1.65222  0.33
H6 -3.11596 0.95244 0.04563  0.37
H7 -2.56563 1.74405 1.34980  0.35
H8 -0.79077 0.81469 -0.07237  0.30
H9 -0.71847 -0.20846 1.54319  0.35
H10 -0.36146 -1.69767 -0.60635  0.05

Calculated values
relative energy (zero: lowest compared OMol25 entry of this formula, charge and spin) = 102.9 kJ/mol
lowest unoccupied orbital energy = 0.8123 eV
largest force on an atom = 0.0569 hartree/bohr
gap between HOMO and LUMO = 9.9 eV
HOMO level = -9.056 eV
spin multiplicity = 1
SMILES string = CCS.CS



Computed, not measured: 2 unconnected molecules or ions with the total composition C3H10S2 at a distorted geometry, with the ωB97M-V functional and the def2-TZVPD basis.

Each line ends with the Mulliken charge.
Positions of all 15 atoms, in Å:
S1 0.64790 -0.68199 -1.95025  -0.20
S2 -0.86586 0.65972 -2.62915  -0.16
H1 -0.08913 -1.47621 -1.21987  0.17
H2 -0.79233 1.55046 -1.61544  0.16
C1 0.32534 -0.73045 4.06359  -1.05
C2 0.60367 0.05481 2.81305  -0.16
C3 -0.41466 0.69079 1.90744  -0.88
H3 -0.48741 -1.52321 4.15432  0.28
H4 1.35047 -1.05124 4.43385  0.28
H5 0.04391 -0.00772 4.83119  0.31
H6 1.40727 0.82331 2.79061  0.27
H7 1.03992 -0.68727 2.10048  0.21
H8 0.11242 0.92489 0.99339  0.18
H9 -0.82606 1.65586 2.35429  0.30
H10 -1.35783 0.05659 1.74313  0.28

Calculated values
relative energy (zero: lowest compared OMol25 entry of this formula, charge and spin) = 94.4 kJ/mol
lowest unoccupied orbital energy = 0.0996 eV
largest force on an atom = 0.0688 hartree/bohr
gap between HOMO and LUMO = 9.9 eV
HOMO level = -9.815 eV
spin multiplicity = 1
SMILES string = CCC.SS



Computed, not measured: 2 unconnected molecules or ions with the total composition C3H10S2, with the ωB97M-V functional and the def2-TZVPD basis.

Each line ends with the Mulliken charge.
Positions of all 15 atoms, in Å:
S1 0.06775 1.66902 -1.25305  -0.20
S2 1.49698 1.30445 0.26210  -0.14
H1 -0.77703 2.25833 -0.42374  0.17
H2 1.52973 0.02043 -0.08903  0.12
C1 -2.12152 -1.95082 0.05801  -1.14
C2 -0.60978 -2.12868 0.18689  0.04
C3 -0.10428 -1.52857 1.51677  -1.14
H3 -2.68462 -2.19961 0.95767  0.31
H4 -2.49234 -2.53279 -0.78300  0.35
H5 -2.29418 -0.89279 -0.16302  0.26
H6 -0.09627 -1.58692 -0.60981  0.11
H7 -0.37433 -3.18240 0.01593  0.30
H8 0.95891 -1.30879 1.53614  0.31
H9 -0.69869 -0.63406 1.70205  0.32
H10 -0.25879 -2.21250 2.35359  0.34

Calculated values
relative energy (zero: lowest compared OMol25 entry of this formula, charge and spin) = 38.3 kJ/mol
lowest unoccupied orbital energy = 0.1761 eV
largest force on an atom = 0.0191 hartree/bohr
gap between HOMO and LUMO = 9.2 eV
HOMO level = -9.019 eV
spin multiplicity = 1
SMILES string = CCC.SS



Computed, not measured: 2 unconnected molecules or ions with the total composition C3H10S3 at a distorted geometry, with the ωB97M-V functional and the def2-TZVPD basis.

Each line ends with the Mulliken charge.
Positions of all 16 atoms, in Å:
C1 0.16256 3.01012 0.82155  -0.79
S1 1.25875 1.64112 1.13005  -0.05
S2 1.78350 1.20655 -0.83737  -0.21
H1 0.36707 3.51504 -0.12699  0.29
H2 -0.83087 2.55529 0.63839  0.27
H3 0.04484 3.70705 1.64379  0.30
H4 2.68164 0.30735 -0.38440  0.15
C2 -0.01914 -1.78528 0.98290  -0.64
S3 -1.63054 -1.38232 0.13313  -0.09
C3 -1.23498 -1.82784 -1.58358  -0.74
H5 0.24898 -0.88706 1.53666  0.19
H6 -0.07745 -2.69021 1.58257  0.32
H7 0.76715 -1.59569 0.23613  0.18
H8 -2.22509 -1.93156 -2.03967  0.27
H9 -0.71420 -2.77609 -1.71661  0.30
H10 -0.58222 -1.06647 -2.01656  0.22

Calculated values
relative energy (zero: lowest compared OMol25 entry of this formula, charge and spin) = 85.4 kJ/mol
lowest unoccupied orbital energy = 0.3571 eV
largest force on an atom = 0.0440 hartree/bohr
gap between HOMO and LUMO = 8.6 eV
HOMO level = -8.212 eV
spin multiplicity = 1
SMILES string = CSC.CSS



Computed, not measured: a molecular structure, C3H10Si3 at a distorted geometry, with the ωB97M-V functional and the def2-TZVPD basis.

Each line ends with the Mulliken charge.
Positions of all 16 atoms, in Å:
C1 -0.33680 -0.84055 0.16531  0.48
C2 0.70841 -0.23412 0.67320  -0.41
C3 -0.19012 -0.12614 -1.13722  -0.67
Si1 -1.83325 -1.90222 0.77953  0.20
Si2 2.39412 0.41724 1.11867  0.34
Si3 -0.59943 1.66827 -1.44174  0.58
H1 0.47526 -0.60889 -1.80077  0.44
H2 -2.44793 -0.79028 1.64870  -0.05
H3 -1.31405 -3.24398 1.37520  -0.05
H4 -2.51708 -2.06933 -0.57159  -0.06
H5 2.53802 1.86534 1.18038  -0.08
H6 3.06025 -0.34094 0.10151  -0.09
H7 2.64336 -0.12638 2.41998  -0.11
H8 -1.25261 1.49503 -2.63595  -0.19
H9 0.41095 2.53575 -1.05689  -0.18
H10 -1.73911 2.30120 -0.81833  -0.15

Calculated values
relative energy (zero: lowest compared OMol25 entry of this formula, charge and spin) = 268.6 kJ/mol
lowest unoccupied orbital energy = 0.7629 eV
largest force on an atom = 0.0653 hartree/bohr
gap between HOMO and LUMO = 8.7 eV
HOMO level = -7.905 eV
spin multiplicity = 1



Computed, not measured: a molecular structure, C3H11AsNO2, with the ωB97M-V functional and the def2-TZVPD basis.

Each line ends with the Mulliken charge.
Positions of all 18 atoms, in Å:
N1 1.68764 -1.52175 -0.37646  -0.71
C1 2.02704 -0.30785 0.26269  0.37
O1 2.80879 -0.28460 1.20445  -0.58
C2 1.27838 0.92391 -0.18123  -0.52
C3 -0.00469 0.99750 0.65716  -1.12
As1 -1.64434 0.23846 -0.26407  -0.48
O2 -1.06197 -1.51922 0.32277  -0.81
H1 0.93303 -1.94900 0.15644  0.33
H2 1.30234 -1.31969 -1.28674  0.36
H3 1.02804 0.87309 -1.24127  0.41
H4 1.92421 1.78100 -0.01127  0.34
H5 -0.22943 2.02294 0.93654  0.37
H6 0.11869 0.43456 1.57600  0.46
H7 -0.82978 0.03221 -1.60948  0.03
H8 -2.92105 -0.44926 -0.90010  0.10
H9 -2.44361 0.43830 1.09989  0.09
H10 -2.12906 1.66688 -0.75702  0.12
H11 -1.84423 -2.05749 0.41171  0.24

Calculated values
relative energy (zero: lowest compared OMol25 entry of this formula, charge and spin) = 15.8 kJ/mol
lowest unoccupied orbital energy = 4.0532 eV
net charge = -1
largest force on an atom = 0.0178 hartree/bohr
gap between HOMO and LUMO = 7.8 eV
HOMO level = -3.713 eV
spin multiplicity = 1



Computed, not measured: a molecular structure, C3H11ClN2Si at a distorted geometry, with the ωB97M-V functional and the def2-TZVPD basis.

Each line ends with the Mulliken charge.
Positions of all 18 atoms, in Å:
C1 -0.54534 1.21961 -1.48021  -0.94
C2 -1.10580 -0.79924 -0.76407  -0.72
C3 -0.16582 0.03917 2.02932  -0.77
N1 -0.81595 0.53567 -0.17256  -0.07
N2 0.21713 0.61870 0.73022  -0.19
Si1 2.40742 0.20074 0.18454  0.63
Cl1 3.11292 2.03587 -0.13687  -0.19
H1 -0.43628 2.34420 -1.25003  0.27
H2 0.42341 0.98238 -1.91918  0.30
H3 -1.33547 1.06688 -2.07646  0.41
H4 -1.39834 -1.53645 0.03433  0.23
H5 -1.77887 -0.95508 -1.58625  0.32
H6 -0.01536 -1.23356 -0.90686  0.17
H7 -1.05468 -0.70632 1.98223  0.27
H8 0.64645 -0.35917 2.52918  0.30
H9 -0.52154 0.96311 2.56828  0.24
H10 2.75013 -0.45421 -1.05998  -0.09
H11 2.70724 -0.45980 1.43603  -0.16

Calculated values
relative energy (zero: lowest compared OMol25 entry of this formula, charge and spin) = 531.8 kJ/mol
lowest unoccupied orbital energy = 0.7056 eV
largest force on an atom = 0.1336 hartree/bohr
gap between HOMO and LUMO = 8.2 eV
HOMO level = -7.502 eV
spin multiplicity = 1



Computed, not measured: 2 unconnected molecules or ions with the total composition C3H11FN2O3S at a distorted geometry, with the ωB97M-V functional and the def2-TZVPD basis.

Each line ends with the Mulliken charge.
Positions of all 21 atoms, in Å:
C1 -1.11918 0.98763 -0.59565  -0.88
C2 -0.01427 -0.26289 -0.69452  -0.26
N1 1.29598 0.29854 -0.18665  -0.23
N2 2.34247 0.12094 -1.07755  -0.25
S1 2.77003 1.60714 -1.88846  1.13
O1 4.22665 1.96509 -1.41039  -0.55
O2 2.80329 1.40137 -3.43085  -0.55
F1 1.76848 2.95387 -1.46094  -0.25
H1 -1.20730 1.30037 0.52878  0.21
H2 -2.13232 0.72723 -1.11980  0.29
H3 -0.61733 1.90433 -1.15940  0.28
H4 0.01332 -0.68183 -1.78676  0.38
H5 -0.39827 -1.09334 0.07187  0.12
H6 1.52678 -0.01226 0.78254  0.26
H7 2.19337 -0.67887 -1.73068  0.34
C3 -2.30957 -1.63941 2.87228  -0.56
O3 -1.82337 -1.53655 1.54660  -0.48
H8 -2.10151 -0.70605 3.40044  0.22
H9 -3.38843 -1.81216 2.85327  0.26
H10 -1.80667 -2.46445 3.38282  0.25
H11 -2.02216 -2.37868 1.10305  0.27

Calculated values
lowest unoccupied orbital energy = -0.7648 eV
largest force on an atom = 0.1671 hartree/bohr
gap between HOMO and LUMO = 9.2 eV
HOMO level = -9.923 eV
spin multiplicity = 1
SMILES string = CCNNS(=O)(=O)F.CO



Computed, not measured: 2 unconnected molecules or ions with the total composition C3H11N at a distorted geometry, with the ωB97M-V functional and the def2-TZVPD basis.

Each line ends with the Mulliken charge.
Positions of all 15 atoms, in Å:
N1 -2.41565 2.09330 3.97200  -0.65
H1 -1.79129 1.44566 4.59430  0.23
H2 -2.09255 1.87763 3.03045  0.22
H3 -2.22341 2.97260 4.21444  0.20
C1 0.04423 -0.37127 -0.41672  -1.15
C2 1.21951 -1.01364 -1.17006  -0.27
C3 1.17550 -0.84953 -2.71235  -1.12
H4 -0.04979 -0.88957 0.44195  0.35
H5 -0.90423 -0.51020 -1.06458  0.23
H6 -0.11508 0.59059 -0.10896  0.41
H7 1.38047 -2.12471 -0.96188  0.26
H8 2.17495 -0.64634 -0.76394  0.32
H9 2.00817 -1.37786 -2.98780  0.34
H10 0.30920 -1.39681 -3.02224  0.34
H11 1.27998 0.20016 -3.04462  0.29

Calculated values
relative energy (zero: lowest compared OMol25 entry of this formula, charge and spin) = 118.0 kJ/mol
lowest unoccupied orbital energy = 0.9281 eV
largest force on an atom = 0.1266 hartree/bohr
gap between HOMO and LUMO = 11.1 eV
HOMO level = -10.176 eV
spin multiplicity = 1
SMILES string = CCC.N



Computed, not measured: a gas-phase ion, C3H11N2 (charge +1) at a distorted geometry, with the ωB97M-V functional and the def2-TZVPD basis.

Each line ends with the Mulliken charge.
Positions of all 16 atoms, in Å:
C1 -1.42170 -0.17347 -0.33813  -0.71
N1 -0.82575 -0.83388 -1.54168  -0.50
C2 -0.43306 -0.33001 0.79693  -0.49
N2 0.93764 0.07339 0.20321  -0.16
C3 1.62816 1.18853 0.93103  -0.82
H1 -2.46158 -0.38448 -0.07437  0.40
H2 -1.43890 0.91708 -0.47344  0.38
H3 -0.84015 -1.82861 -1.40460  0.22
H4 -1.14486 -0.34842 -2.36655  0.22
H5 -0.30204 -1.36389 1.14379  0.30
H6 -0.75780 0.30788 1.58615  0.37
H7 1.46004 -0.78043 0.25112  0.38
H8 0.76580 0.22585 -0.79418  0.41
H9 2.73840 1.10093 0.72892  0.33
H10 1.22988 1.17814 1.90287  0.39
H11 1.32751 2.18904 0.53067  0.32

Calculated values
relative energy (zero: lowest compared OMol25 entry of this formula, charge and spin) = 101.8 kJ/mol
lowest unoccupied orbital energy = -3.1251 eV
net charge = +1
largest force on an atom = 0.0544 hartree/bohr
gap between HOMO and LUMO = 11.1 eV
HOMO level = -14.266 eV
spin multiplicity = 1
SMILES string = C[NH2+]CCN



Computed, not measured: 2 unconnected molecules or ions with the total composition C3H11N2, with the ωB97M-V functional and the def2-TZVPD basis.

Each line ends with the Mulliken charge.
Positions of all 16 atoms, in Å:
C1 -0.10088 0.77420 -2.03376  -0.79
N1 0.89876 -0.05571 -1.29043  -0.19
H1 0.28256 1.00411 -3.02373  0.36
H2 -0.27924 1.65676 -1.43263  0.32
H3 -1.01656 0.20123 -2.08425  0.35
H4 1.77989 0.46179 -1.29082  0.40
H5 0.67485 -0.19983 -0.26852  0.29
H6 1.09739 -0.93573 -1.76454  0.39
C2 -1.58341 -0.34179 1.48806  -0.67
C3 -0.37552 -0.83733 1.67053  -0.15
N2 0.81300 -0.05355 1.54098  -0.65
H7 -1.76650 0.71157 1.31795  0.25
H8 -2.43246 -1.01132 1.57902  0.25
H9 -0.14392 -1.89192 1.73538  0.36
H10 0.60076 0.92190 1.72039  0.24
H11 1.55129 -0.40437 2.13637  0.23

Calculated values
relative energy (zero: lowest compared OMol25 entry of this formula, charge and spin) = 86.7 kJ/mol
lowest unoccupied orbital energy = -3.3548 eV
net charge = +1
largest force on an atom = 0.0188 hartree/bohr
gap between HOMO and LUMO = 9.7 eV
HOMO level = -13.048 eV
spin multiplicity = 1